No. 1
Density functional theory data (ωB97M-V/def2-TZVPD) for 11 unconnected molecules or ions with the total composition C40H66N4O19S7 in a non-equilibrium geometry.

Computed properties:
**E_LUMO**: -0.7 eV
**HOMO level**: -8.65 eV
**Calculated total energy**: -163242.812 eV
**Gap between HOMO and LUMO**: 7.931 eV

Element x y z (Å)
1 O 15.3606 21.8904 12.1907
2 S 14.3559 22.3066 11.2944
3 O 14.6271 22.2121 9.8915
4 O 12.9360 21.6300 11.6855
5 C 12.8711 20.1545 11.4712
6 C 11.4011 19.8312 11.7838
7 C 13.8030 24.0615 11.7335
8 H 13.6235 19.6830 12.0919
9 H 13.1558 19.9201 10.4290
10 H 10.8009 20.5699 11.3032
11 H 11.2330 19.9929 12.8371
12 H 11.1047 18.8160 11.5077
13 H 14.0818 24.4092 12.7307
14 H 12.7866 24.3078 11.5275
15 H 14.3218 24.6771 11.0023
16 O 15.2171 12.4590 11.1876
17 S 15.1122 12.9712 9.8389
18 O 15.8572 14.0813 9.3622
19 O 15.3573 11.7891 8.7426
20 C 15.1541 10.4158 9.1167
21 C 16.4626 9.7503 9.5350
22 C 13.4631 13.3533 9.5529
23 H 14.5503 9.9509 8.3219
24 H 14.4917 10.3494 10.0103
25 H 17.2531 9.9402 8.7472
26 H 16.2134 8.6516 9.6674
27 H 16.8679 10.1732 10.4335
28 H 13.3963 13.5036 8.4815
29 H 13.3267 14.3626 10.0938
30 H 12.8093 12.6095 9.9861
31 C 13.4187 24.4208 16.8474
32 C 14.3487 24.1091 15.8525
33 C 14.2053 22.8946 15.1845
34 C 13.1719 22.0683 15.5297
35 C 12.2606 22.3491 16.5466
36 C 12.3999 23.4928 17.2277
37 N 13.1199 20.7148 14.9578
38 O 13.9957 20.4287 14.1585
39 O 12.2236 19.9822 15.3355
40 H 13.5632 25.3389 17.4292
41 H 15.1589 24.7762 15.6950
42 H 14.9183 22.5445 14.3949
43 H 11.6602 21.5335 16.8427
44 H 11.7855 23.7643 18.1020
45 C 10.6465 17.4179 15.2116
46 C 9.7244 17.2813 14.1813
47 C 9.8943 16.1771 13.3229
48 C 10.9108 15.2782 13.5234
49 C 11.7888 15.3888 14.5742
50 C 11.7470 16.5579 15.3030
51 N 10.9991 14.0849 12.7050
52 O 11.6755 13.1699 13.0963
53 O 10.2748 14.1071 11.7262
54 H 10.6193 18.2379 15.9118
55 H 8.9378 17.9736 14.0878
56 H 9.2554 16.0166 12.4714
57 H 12.4233 14.4875 14.7352
58 H 12.5166 16.7116 16.0401
59 C 11.4758 16.7220 8.9371
60 C 12.2851 17.0794 7.9000
61 C 13.5703 17.4580 8.2051
62 C 14.0458 17.4767 9.5095
63 C 13.2504 17.1586 10.5732
64 C 11.9741 16.7098 10.2346
65 N 15.4246 17.8331 9.7642
66 O 15.7486 18.2711 10.8531
67 O 16.1663 17.7561 8.8161
68 H 10.4662 16.3447 8.7624
69 H 11.8878 17.1181 6.8865
70 H 14.1679 17.7797 7.3360
71 H 13.7654 17.0409 11.5217
72 H 11.3388 16.3030 11.0241
73 C 13.2791 11.4576 15.7880
74 C 13.7115 10.7022 16.9050
75 C 15.0046 10.2054 16.9085
76 C 15.8428 10.4776 15.8331
77 C 15.4825 11.2366 14.7969
78 C 14.1663 11.7476 14.7019
79 N 17.2541 9.9931 15.8708
80 O 18.0694 10.3752 15.0318
81 O 17.4524 9.0402 16.5984
82 H 12.2130 11.6923 15.7290
83 H 13.0131 10.4157 17.6870
84 H 15.3595 9.6866 17.7839
85 H 16.2137 11.4551 14.0760
86 H 13.9839 12.3606 13.8472
87 C 18.1832 20.4162 17.9956
88 S 16.5808 20.7656 18.6286
89 O 16.1664 22.0634 18.1315
90 C 15.5780 19.6007 17.7007
91 H 17.9742 20.9323 17.0590
92 H 18.5246 19.3311 17.9980
93 H 18.9238 21.0083 18.5181
94 H 15.7867 18.5587 17.8770
95 H 15.6102 19.8423 16.6226
96 H 14.5079 19.8277 17.9018
97 C 18.8404 13.9163 16.1389
98 S 18.1014 14.8186 17.5697
99 O 17.8023 16.2522 17.2154
100 C 16.4694 14.0383 17.5200
101 H 18.7835 12.8295 16.3096
102 H 19.8738 14.2317 16.0252
103 H 18.2262 14.1652 15.2694
104 H 15.8860 14.3773 18.3824
105 H 16.6163 12.9669 17.4831
106 H 15.9896 14.2973 16.5590
107 C 18.6197 19.5505 12.1367
108 S 18.8556 19.8953 13.8573
109 O 20.2919 20.1631 14.1146
110 C 18.1001 21.6076 13.9132
111 H 18.9633 20.4316 11.5299
112 H 17.5426 19.4108 11.9273
113 H 19.1745 18.7015 11.7044
114 H 18.0227 21.8825 14.9555
115 H 17.1350 21.5135 13.4087
116 H 18.7929 22.3170 13.3261
117 C 22.3386 17.6120 14.4397
118 S 21.1474 16.7159 15.2782
119 O 21.7664 15.3950 15.5963
120 C 21.2147 17.7512 16.8287
121 H 22.5329 17.1154 13.4437
122 H 23.2373 17.6783 15.0154
123 H 21.8631 18.5628 14.2867
124 H 20.4594 17.4246 17.5241
125 H 21.0664 18.8324 16.5459
126 H 22.2590 17.6030 17.1523
127 C 16.0881 16.9074 14.4266
128 S 15.8383 15.3007 13.7911
129 O 14.4987 15.3824 13.0640
130 C 17.1251 15.4849 12.5836
131 H 15.4171 16.9426 15.2687
132 H 15.8638 17.6536 13.6086
133 H 17.0776 16.9083 14.8737
134 H 16.9242 16.4196 12.0992
135 H 17.1554 14.6643 11.9096
136 H 18.0146 15.5050 13.2482

Force components x, y, z for each atom (eV/Å):
O 1.2 -0.5 0.9
S -2.9 2.3 0.0
O -0.4 -0.1 0.2
O 1.4 -0.5 -0.7
C -0.5 0.3 -0.7
C 1.2 -0.2 0.3
C 1.5 -0.5 -0.9
H -0.2 -0.1 0.3
H -0.4 0.4 0.3
H -0.6 0.3 -0.7
H 0.0 -0.3 0.5
H 0.1 0.3 0.0
H 0.0 -0.6 -0.1
H -1.0 -0.7 0.0
H 0.5 0.0 0.0
O 0.6 0.2 -0.9
S -0.2 -1.3 0.3
O 0.8 0.2 0.1
O 0.1 0.8 0.7
C -0.7 -0.2 1.6
C 0.0 -0.9 -2.0
C -0.6 2.0 0.8
H 0.8 0.1 -0.1
H 0.2 0.3 -0.5
H -0.9 -0.7 0.7
H 0.7 1.2 -0.1
H -0.2 0.2 0.6
H -0.4 0.0 -0.1
H 0.0 -1.6 -0.8
H -0.2 -0.1 -0.2
C 0.0 -0.5 0.3
C -1.5 -0.4 0.8
C 1.3 -0.1 -1.2
C -0.2 -0.2 0.4
C 1.0 -1.3 -0.8
C 0.6 3.1 1.0
N 0.5 0.6 -0.2
O -0.5 -0.5 0.6
O 0.2 -0.3 -0.3
H -0.2 -0.4 -0.3
H 0.6 0.3 -0.4
H -0.7 0.5 0.9
H -1.0 -0.4 0.3
H 0.2 -0.4 -0.6
C 0.9 0.2 -0.4
C 1.4 -1.8 0.2
C -0.7 1.2 -0.3
C 0.0 0.1 1.0
C 0.7 -0.9 -0.2
C -0.4 -0.5 0.8
N -1.3 0.8 0.2
O 0.3 -0.7 -0.4
O 0.4 -0.9 -0.7
H -0.2 0.2 -0.1
H -0.9 0.6 -0.3
H -0.3 0.1 0.0
H 0.0 1.4 0.0
H 0.0 0.2 0.3
C -0.8 -0.9 1.0
C -0.1 0.5 -0.3
C 1.1 0.7 -1.7
C -0.5 0.1 -0.6
C 0.0 -1.2 -0.4
C -0.5 -0.1 1.1
N 0.3 0.8 -0.8
O -0.2 -0.3 0.5
O 0.6 -0.2 -0.2
H 0.2 0.2 0.1
H 0.4 -0.1 0.2
H 0.1 -0.2 0.9
H -0.7 0.1 0.4
H 0.1 0.3 -0.2
C 0.4 -0.3 -1.0
C 0.1 0.1 -1.4
C -0.1 0.2 0.6
C 0.9 -0.4 2.0
C -2.0 1.3 -0.9
C 0.5 -1.0 2.2
N 0.0 -1.6 -1.3
O -0.9 0.5 0.9
O 0.2 0.4 0.5
H 0.4 0.4 -0.1
H 0.2 0.3 -0.1
H 0.2 -0.3 -0.1
H 0.7 0.3 -1.1
H -0.8 0.3 -0.3
C 0.5 -0.7 -0.8
S -1.1 -2.4 2.8
O -0.1 2.1 -1.1
C -1.0 0.6 -1.1
H 1.0 -0.6 -0.9
H -0.8 1.3 -0.4
H -0.1 0.2 0.3
H 0.3 -0.3 0.2
H 0.6 -0.2 0.2
H 0.7 -0.1 0.6
C -0.9 0.2 0.3
S -0.3 -0.2 0.0
O 0.5 -0.3 -0.3
C 0.2 0.1 -0.7
H 0.0 0.4 0.1
H 0.1 0.1 0.0
H 0.2 0.0 0.0
H 0.2 -0.2 -0.2
H -0.1 -0.4 0.4
H 0.1 0.2 0.5
C -0.1 1.1 -2.0
S -0.6 1.0 0.8
O 0.8 -0.3 0.0
C 1.0 -0.6 -1.8
H -0.3 -0.6 0.6
H 0.5 0.0 0.2
H -0.1 0.1 0.9
H 0.0 0.1 0.1
H 0.0 0.3 0.3
H -1.0 -1.2 1.0
C 0.6 0.0 -2.1
S -1.2 -0.5 1.4
O -0.2 -0.2 0.3
C 0.8 0.7 -1.5
H -0.2 0.5 1.1
H 0.6 0.1 0.3
H 0.1 0.8 -0.3
H -0.1 -0.3 0.2
H 0.0 -1.1 0.2
H -0.5 0.0 0.3
C -0.2 0.6 0.0
S -1.6 -0.4 -1.3
O 0.9 -0.3 0.5
C 0.5 -0.1 1.3
H -0.5 0.6 0.2
H 0.3 -0.7 1.1
H 0.3 0.5 -0.2
H 0.2 0.5 -0.5
H 0.0 -0.7 -0.6
H -0.1 0.2 -0.8

Löwdin population analysis, charges in e, atoms 1 to 2: -0.297 0.609

No. 2
Density functional theory data (ωB97M-V/def2-TZVPD) for 2 unconnected molecules or ions with the total composition C3H10N3 in a non-equilibrium geometry.

Computed properties:
**E_LUMO**: -3.4 eV
**Total charge**: +1
**HOMO level**: -13.75 eV
**ΔE to the lowest compared entry with this formula, charge and spin**: 1.861 eV
**Calculated total energy**: -7736.403 eV
**Gap between HOMO and LUMO**: 10.338 eV

Element x y z (Å)
1 C 1.4223 -1.4201 0.2945
2 N 0.7966 -0.6225 1.3750
3 C -0.3042 0.0617 1.2914
4 N -0.7206 0.7119 2.3749
5 H 1.2778 -2.4871 0.5208
6 H 2.4971 -1.1733 0.3326
7 H 1.0274 -1.0867 -0.6678
8 H 1.2521 -0.6309 2.2560
9 H -0.8234 0.1783 0.3201
10 H -0.2791 0.5385 3.3009
11 H -1.6668 1.0882 2.3695
12 C -0.4927 0.9762 -3.2744
13 N -0.7302 0.3415 -2.1661
14 H 0.3800 0.6465 -3.8266
15 H -1.1753 1.6737 -3.7774
16 H -1.6625 0.5296 -1.7840

Force components x, y, z for each atom (eV/Å):
C 0.6 0.4 0.5
N -0.4 -0.4 -1.6
C 0.4 0.4 0.5
N -0.7 -0.2 0.3
H 0.0 0.4 -0.4
H -0.4 -0.3 -0.2
H -0.1 -0.3 0.2
H 0.5 -0.1 0.8
H 0.4 -0.3 0.7
H -0.6 0.3 -1.1
H 0.5 0.0 0.2
C -0.9 -1.6 1.4
N 0.3 0.8 -1.4
H 0.3 0.5 0.1
H 0.1 -0.1 0.3
H 0.1 0.5 -0.3

Löwdin population analysis, charges in e, atoms 1 to 2: -0.004 0.021

No. 3
Density functional theory data (ωB97M-V/def2-TZVPD) for a molecular structure, AlH8O4 in a non-equilibrium geometry.

Computed properties:
**E_LUMO**: -20.3 eV
**Total charge**: +3
**HOMO level**: -25.40 eV
**ΔE to the lowest compared entry with this formula, charge and spin**: 5.622 eV
**Calculated total energy**: -14876.968 eV
**Gap between HOMO and LUMO**: 5.121 eV

Element x y z (Å)
1 Al 0.5956 -0.3344 -0.8658
2 O 2.5430 -2.2337 -1.1874
3 H 2.8673 -2.7107 -0.3837
4 H 3.2566 -2.3294 -1.8716
5 O 0.4488 1.2973 1.4549
6 H 0.2844 2.2721 1.4667
7 H 0.9689 1.1081 2.2753
8 O -1.3799 1.5842 -1.2817
9 H -2.0681 1.4911 -0.5872
10 H -1.8240 2.0426 -2.0421
11 O -1.5543 -0.6560 0.8279
12 H -2.1388 -1.4339 0.6983
13 H -1.9995 -0.0973 1.4964

Force components x, y, z for each atom (eV/Å):
Al -1.2 0.8 2.0
O -1.1 0.3 0.3
H -0.2 0.4 -0.1
H -0.4 0.6 0.1
O -0.2 -0.5 -0.4
H 0.4 -0.3 -0.3
H 0.0 0.1 -0.5
O 0.8 -0.2 0.4
H 0.1 -0.3 -0.4
H 0.4 -0.5 0.0
O 0.4 -0.5 -1.0
H 0.3 0.1 0.0
H 0.5 0.0 0.0

Löwdin population analysis, charges in e, atoms 1 to 2: 1.814 0.039

No. 4
Density functional theory data (ωB97M-V/def2-TZVPD) for a molecular structure, C6H6ClN in a non-equilibrium geometry.

Computed properties:
**E_LUMO**: 0.9 eV
**HOMO level**: -8.51 eV
**ΔE to the lowest compared entry with this formula, charge and spin**: 3.448 eV
**Calculated total energy**: -20328.542 eV
**Gap between HOMO and LUMO**: 9.372 eV

Element x y z (Å)
1 C -1.4962 0.0152 0.5069
2 C -1.0569 1.3296 0.0923
3 C 1.5239 0.4788 -0.6899
4 C 1.9247 -0.8378 -0.4450
5 C 0.7898 -1.4731 0.2461
6 C -0.1310 -0.5593 0.2113
7 H -1.9576 -0.4180 1.4603
8 H -1.0471 2.1904 0.7517
9 H -1.5951 1.7170 -0.7042
10 H 2.0147 1.4142 -0.6343
11 H 2.9072 -1.3234 -0.7378
12 H 0.6586 -2.4533 0.7718
13 N 0.2029 0.6308 -0.2429
14 Cl -2.7381 -0.7112 -0.5862

Force components x, y, z for each atom (eV/Å):
C -2.7 -6.0 2.9
C 1.7 1.7 0.2
C -0.4 0.8 0.8
C -0.2 -0.1 0.4
C 2.7 -3.2 -0.3
C -5.1 2.0 1.5
H 0.9 2.0 -0.6
H 0.6 -0.3 0.9
H -0.8 0.3 -2.1
H 1.3 0.4 -1.2
H -1.4 1.0 0.7
H 0.5 0.9 -1.1
N 3.3 0.3 -1.5
Cl -0.4 0.1 -0.6

Löwdin population analysis, charges in e, atoms 1 to 2: -0.576 -0.101